This record from the OMol25 dataset describes the ion C16H20N3 with charge +1 at a distorted geometry. The level of theory is ωB97M-V with the def2-TZVPD basis set.

Positions of all 39 atoms, in Å:
C  -2.25685  -0.31382  -5.41030
N  -0.84052  -0.33420  -4.93381
C  0.17407  -0.06075  -5.99584
C  -0.52682  -0.72996  -3.60751
C  -1.47890  -0.82309  -2.54827
C  -1.10974  -1.28653  -1.27416
C  0.24123  -1.53453  -0.98434
N  0.69770  -1.87534  0.29657
C  0.62437  -1.05614  1.32212
C  -0.00067  0.29379  1.30821
C  0.04608  1.08693  2.39246
C  0.60406  0.63359  3.70199
N  0.54980  1.40094  4.78823
C  0.06763  2.78499  4.72005
C  0.95303  0.86835  6.10760
C  1.14929  -0.73805  3.73342
C  1.20661  -1.51653  2.62351
C  1.17735  -1.34730  -1.98469
C  0.80548  -0.95160  -3.27198
H  -2.67089  0.67550  -5.32139
H  -2.95086  -1.00391  -4.88987
H  -2.32674  -0.55180  -6.45924
H  0.73773  -0.96196  -6.11340
H  -0.28344  0.21737  -6.98446
H  0.84157  0.77141  -5.71816
H  -2.52007  -0.57086  -2.75344
H  -1.86321  -1.46546  -0.50719
H  -0.51394  0.69063  0.39825
H  -0.46318  2.07027  2.35580
H  0.82728  3.39115  4.23020
H  -0.89599  2.91884  4.17505
H  -0.05865  3.19266  5.72786
H  2.04050  0.80479  6.20372
H  0.45711  -0.10351  6.31683
H  0.61544  1.59381  6.86182
H  1.55620  -1.17296  4.64052
H  1.64223  -2.50254  2.61292
H  2.19566  -1.55934  -1.72050
H  1.55004  -0.93485  -4.03855

Computed properties:
HOMO-LUMO gap   4.64 eV
Relative energy (zero: lowest compared OMol25 entry of this formula, charge and spin)   17.0 kcal/mol
2S+1   1
Charge   +1
SMILES   CN(C)c1ccc(N=C2C=CC(=[N+](C)C)C=C2)cc1
Highest occupied orbital energy   -9.86 eV

Partial atomic charges computed with the Löwdin method, in multiples of e: -0.057, -0.164, -0.050, -0.211, -0.006, -0.036, -0.314, 0.192, -0.218, 0.037, 0.010, -0.132, -0.120, -0.013, -0.004, 0.008, 0.053, -0.011, -0.014, 0.078, 0.088, 0.072, 0.070, 0.102, 0.091, 0.102, 0.119, 0.139, 0.113, 0.109, 0.108, 0.097, 0.110, 0.113, 0.096, 0.109, 0.125, 0.114, 0.096